Here is a molecular structure, C6H15ClCrNO4P from the Open Molecules 2025 dataset. Energies are from ωB97M-V/def2-TZVPD.

⟨S²⟩	3.804
net charge	-1
Kohn-Sham gap (alpha / beta)	8.00 / 8.00	eV
multiplicity	4

The geometry in XYZ format:
```
29
C6H15ClCrNO4P, DFT ωB97M-V/def2-TZVPD
Cr -0.37 1.07 1.31
P 0.12 0.03 3.31
O -0.96 -0.53 2.29
O -0.48 1.50 3.18
O 1.20 0.38 2.19
O 0.36 -0.31 4.72
Cl -0.69 3.28 0.59
C 1.84 1.50 -1.09
C 0.51 0.86 -1.52
N -0.03 -0.10 -0.51
C -1.34 -0.61 -0.96
C -2.44 0.42 -1.09
C 0.92 -1.23 -0.49
C 0.68 -2.35 0.50
H 2.00 1.62 -0.02
H 1.91 2.47 -1.57
H 2.64 0.90 -1.53
H -0.22 1.65 -1.65
H 0.58 0.39 -2.51
H -1.22 -1.12 -1.93
H -1.68 -1.35 -0.24
H -2.21 1.14 -1.88
H -3.37 -0.08 -1.36
H -2.65 1.00 -0.19
H 1.93 -0.87 -0.34
H 0.96 -1.68 -1.50
H -0.29 -2.84 0.45
H 0.86 -2.04 1.53
H 1.45 -3.11 0.31
```

Here is a molecular structure, C6H15ClN from the Open Molecules 2025 dataset. Energies are from ωB97M-V/def2-TZVPD.

net charge	+1
Kohn-Sham gap	10.67	eV

The geometry in XYZ format:
```
23
C6H15ClN, DFT ωB97M-V/def2-TZVPD
C 2.61 0.46 0.11
C -1.90 -1.33 1.20
C -1.47 -1.03 -1.27
C 1.21 -0.02 -0.21
C 0.06 0.64 0.52
C -1.68 -0.39 0.05
N -0.22 2.04 0.13
Cl -2.85 0.91 -0.04
H 2.90 1.56 -0.01
H 3.38 -0.23 -0.39
H 3.03 0.26 1.12
H -2.30 -0.79 2.09
H -1.15 -2.04 1.40
H -2.77 -1.78 0.76
H -1.42 -0.25 -2.12
H -0.68 -1.73 -1.31
H -2.29 -1.65 -1.66
H 0.98 0.03 -1.25
H 0.97 -1.00 -0.06
H -0.13 0.48 1.59
H 0.00 2.77 0.82
H -1.39 1.93 0.04
H 0.33 2.13 -0.78
```

Here is a molecular structure, C6H15ClNO2 from the Open Molecules 2025 dataset. Energies are from ωB97M-V/def2-TZVPD.

net charge	-1
Kohn-Sham gap	6.79	eV

The geometry in XYZ format:
```
25
C6H15ClNO2, DFT ωB97M-V/def2-TZVPD
Cl -3.04 0.72 -0.54
C 0.20 -0.42 3.97
O -1.14 0.03 3.45
C -1.19 -0.10 2.03
C -0.09 0.71 1.33
N -0.48 0.82 -0.08
C -0.32 -0.51 -0.85
C -0.06 -0.20 -2.33
O 1.35 -0.12 -2.50
C 1.88 0.13 -3.79
H 0.95 0.36 3.81
H 0.65 -1.34 3.61
H 0.10 -0.38 5.06
H -2.16 0.30 1.77
H -1.05 -1.13 1.69
H 0.92 0.30 1.35
H -0.06 1.69 1.82
H -1.41 1.13 -0.29
H -1.12 -1.24 -0.76
H 0.64 -0.89 -0.50
H -0.56 0.71 -2.67
H -0.25 -1.04 -2.99
H 1.80 1.16 -4.13
H 1.53 -0.53 -4.59
H 2.92 -0.19 -3.85
```

Here is a molecular structure, C6H15F10K3N5O24PS10 from the Open Molecules 2025 dataset. Energies are from ωB97M-V/def2-TZVPD.

net charge	-2
Kohn-Sham gap	7.80	eV

The geometry in XYZ format:
```
74
C6H15F10K3N5O24PS10, DFT ωB97M-V/def2-TZVPD
K 0.18 -0.85 -2.15
K -0.30 -3.45 1.06
K 0.59 -1.70 -5.77
N -1.51 -2.86 3.51
S -1.02 -1.24 3.91
O 0.35 -0.93 4.36
O -2.12 -0.41 4.39
F -0.89 -0.82 2.38
S -0.95 -3.43 4.88
O -1.48 -2.91 6.11
O 0.44 -3.89 4.91
F -1.76 -4.80 4.86
N 3.90 -1.36 1.68
S 2.58 -0.33 1.28
O 2.30 0.73 2.21
O 1.51 -0.87 0.45
F 3.39 0.37 0.03
S 3.17 -1.96 2.89
O 2.08 -2.92 2.56
O 3.13 -1.19 4.11
F 4.37 -2.93 3.16
N -1.25 -3.18 -1.27
S -2.90 -2.79 -1.17
O -3.58 -3.29 0.03
O -3.75 -2.72 -2.36
F -2.63 -1.26 -0.82
S -1.43 -4.07 -2.40
O -1.16 -3.48 -3.69
O -2.30 -5.23 -2.36
F 0.03 -4.81 -2.21
N 2.33 -1.66 -3.46
S 3.64 -0.93 -3.32
O 4.32 -0.62 -4.54
O 4.46 -1.06 -2.16
F 2.94 0.47 -2.94
S 3.15 -3.10 -3.59
O 3.71 -3.71 -2.38
O 3.91 -3.28 -4.86
F 1.89 -4.01 -3.87
N -0.60 0.50 -4.55
S -1.98 1.02 -4.60
O -2.80 0.51 -5.67
O -2.26 2.35 -3.95
F -2.49 0.02 -3.42
S -0.13 1.75 -5.70
O 0.10 3.12 -5.22
O -0.55 1.57 -7.07
F 1.38 1.17 -5.88
C 2.36 4.06 0.59
C 1.17 4.24 -0.37
O -0.05 3.90 0.35
P -0.60 2.40 0.67
O 0.04 1.37 -0.21
O -2.24 2.67 0.52
C -3.24 1.69 0.55
C -3.96 1.66 1.93
O -0.29 2.22 2.26
C -0.70 3.25 3.15
C -0.49 2.71 4.60
H 2.17 4.62 1.51
H 2.39 3.03 0.95
H 3.28 4.40 0.12
H 1.14 5.32 -0.50
H 1.24 3.76 -1.35
H -4.04 1.91 -0.15
H -2.83 0.69 0.38
H -3.20 1.70 2.72
H -4.42 2.64 2.09
H -4.70 0.86 1.90
H -0.07 4.12 2.98
H -1.76 3.50 3.03
H 0.55 2.43 4.75
H -0.71 3.51 5.31
H -1.04 1.80 4.82
```

Here is a molecular structure, C6H15F2N2O6S2Sn from the Open Molecules 2025 dataset. Energies are from ωB97M-V/def2-TZVPD.

net charge	+1
Kohn-Sham gap	6.91	eV

The geometry in XYZ format:
```
34
C6H15F2N2O6S2Sn, DFT ωB97M-V/def2-TZVPD
Sn 0.93 -1.11 -1.68
N -0.78 -1.81 -1.07
S -2.14 -1.51 -1.47
O -3.24 -1.17 -0.51
O -2.47 -1.89 -2.80
F -1.81 0.04 -1.70
S -1.13 -3.34 -0.38
O -1.76 -4.27 -1.33
O -1.40 -3.40 1.03
F 0.42 -3.88 -0.46
C 4.09 0.39 -1.07
O 2.90 -0.21 -0.52
C 2.22 0.75 0.16
C 0.96 0.10 0.92
N -0.04 -0.19 -0.16
C -0.95 0.96 -0.43
C -2.04 0.98 0.61
O -1.61 1.02 1.95
C -1.28 2.38 2.40
H 4.89 0.39 -0.33
H 3.94 1.41 -1.43
H 4.39 -0.28 -1.88
H 1.73 1.55 -0.40
H 2.74 1.29 0.96
H 0.71 0.69 1.80
H 1.55 -0.75 1.26
H -0.72 -0.92 -0.01
H -1.37 0.90 -1.43
H -0.35 1.88 -0.46
H -2.45 -0.03 0.60
H -2.78 1.76 0.42
H -0.19 2.41 2.42
H -1.64 2.70 3.38
H -1.32 3.15 1.62
```

Here is a gas-phase ion, C6H15FO3P (charge +1) from the Open Molecules 2025 dataset. Energies are from ωB97M-V/def2-TZVPD.

net charge	+1
Kohn-Sham gap	12.53	eV

The geometry in XYZ format:
```
26
C6H15FO3P, DFT ωB97M-V/def2-TZVPD
C 2.16 -1.24 -0.87
C 1.21 -1.60 1.49
C 0.10 2.28 0.33
C -2.38 1.94 -0.03
C 1.28 -2.11 0.03
C -1.18 1.52 0.71
O -1.41 -0.47 -2.29
O -0.05 -2.14 -0.52
O -0.98 0.00 0.50
F -2.50 -1.79 -0.25
P -1.12 -1.08 -0.49
H 3.19 -1.47 -0.72
H 2.04 -1.45 -1.86
H 1.96 -0.07 -0.76
H 0.65 -0.73 1.46
H 2.20 -1.55 1.82
H 0.62 -2.28 2.11
H 0.31 2.16 -0.69
H -0.05 3.39 0.59
H 0.91 2.13 0.91
H -2.12 2.92 -0.39
H -3.21 2.06 0.55
H -2.63 1.31 -0.89
H 1.51 -3.21 -0.04
H -1.32 1.62 1.70
H -1.69 -1.21 -2.84
```

What is the net charge in the third record? -1

Which formula does entry 2 have? C6H15ClN

Copy entry 5 word for word.
Here is a molecular structure, C6H15F2N2O6S2Sn from the Open Molecules 2025 dataset. Energies are from ωB97M-V/def2-TZVPD.

net charge	+1
Kohn-Sham gap	6.91	eV

The geometry in XYZ format:
```
34
C6H15F2N2O6S2Sn, DFT ωB97M-V/def2-TZVPD
Sn 0.93 -1.11 -1.68
N -0.78 -1.81 -1.07
S -2.14 -1.51 -1.47
O -3.24 -1.17 -0.51
O -2.47 -1.89 -2.80
F -1.81 0.04 -1.70
S -1.13 -3.34 -0.38
O -1.76 -4.27 -1.33
O -1.40 -3.40 1.03
F 0.42 -3.88 -0.46
C 4.09 0.39 -1.07
O 2.90 -0.21 -0.52
C 2.22 0.75 0.16
C 0.96 0.10 0.92
N -0.04 -0.19 -0.16
C -0.95 0.96 -0.43
C -2.04 0.98 0.61
O -1.61 1.02 1.95
C -1.28 2.38 2.40
H 4.89 0.39 -0.33
H 3.94 1.41 -1.43
H 4.39 -0.28 -1.88
H 1.73 1.55 -0.40
H 2.74 1.29 0.96
H 0.71 0.69 1.80
H 1.55 -0.75 1.26
H -0.72 -0.92 -0.01
H -1.37 0.90 -1.43
H -0.35 1.88 -0.46
H -2.45 -0.03 0.60
H -2.78 1.76 0.42
H -0.19 2.41 2.42
H -1.64 2.70 3.38
H -1.32 3.15 1.62
```